(1)
A molecular structure, C44H51N3OP2SeSiTi at a distorted geometry, computed with ωB97M-V/def2-TZVPD.

Output
Spin multiplicity ... 2
Charge ... +1
HOMO level (spin up / spin down) ... -9.271 / -9.649 eV
Orbital gap (spin up / spin down) ... 7.00 / 7.53 eV
ΔE to the lowest compared entry with this formula, charge and spin ... 144.65 kJ/mol

Each line ends with the Mulliken charge.
Atoms and positions in Å:
Ti -0.1024 -0.3614 -0.6283  -0.827
C 0.5271 0.9213 3.8429  -1.097
N 0.5773 1.0867 2.3863  0.579
P 1.6634 0.2287 1.3758  0.613
C 3.2319 0.4586 2.2912  0.684
C 3.8419 1.7115 2.2036  -0.650
C 4.9784 1.9976 2.9419  -0.840
C 5.5266 1.0276 3.7692  -0.617
C 4.9536 -0.2336 3.8256  -0.765
C 3.8180 -0.5246 3.0839  -0.228
C 1.4352 -1.5914 1.5467  0.601
C 1.7029 -2.2949 0.3623  -1.151
C 1.6509 -3.6833 0.3382  -0.648
C 1.3609 -4.3811 1.4975  -0.685
C 1.0850 -3.6909 2.6708  -0.857
C 1.1007 -2.3062 2.6974  0.044
P -0.8490 1.5367 1.4707  0.176
C -1.8210 2.4159 2.7506  0.250
C -3.0495 1.8947 3.1413  -0.590
C -3.8124 2.5374 4.1081  -0.623
C -3.3415 3.7037 4.6879  -0.598
C -2.1127 4.2292 4.3028  -0.816
C -1.3566 3.5949 3.3329  -0.329
C -0.3781 3.0499 0.5354  0.738
C 0.9100 3.4535 0.2211  -0.020
C 1.1279 4.6115 -0.5137  -0.526
C 0.0562 5.3792 -0.9367  -0.690
C -1.2398 4.9863 -0.6272  -0.718
C -1.4559 3.8229 0.0923  -0.713
H 1.4721 0.4985 4.1784  0.475
H -0.2876 0.2644 4.1647  0.359
H 0.3942 1.8831 4.3341  0.310
H 3.4331 2.4722 1.5524  0.373
H 5.4400 2.9730 2.8634  0.465
H 6.4057 1.2489 4.3598  0.409
H 5.3966 -1.0007 4.4474  0.445
H 3.3988 -1.5203 3.1213  0.352
H 2.0572 -1.7541 -0.5168  0.574
H 1.8733 -4.2167 -0.5774  0.515
H 1.3485 -5.4625 1.4942  0.403
H 0.8577 -4.2413 3.5749  0.471
H 0.8960 -1.7862 3.6253  0.340
H -3.4151 0.9805 2.6851  0.213
H -4.7684 2.1273 4.4062  0.458
H -3.9343 4.2147 5.4351  0.413
H -1.7481 5.1391 4.7616  0.447
H -0.4053 4.0097 3.0206  0.513
H 1.7501 2.8640 0.5454  -0.220
H 2.1404 4.9053 -0.7580  0.501
H 0.2258 6.2874 -1.5003  0.388
H -2.0804 5.5929 -0.9409  0.458
H -2.4697 3.5236 0.3428  0.355
N -1.5900 -1.4010 0.7556  0.926
C -1.7650 -2.8244 0.8416  0.386
C -2.0957 -3.3881 2.0658  -0.819
C -2.2796 -4.7536 2.1924  -0.653
C -2.1048 -5.5607 1.0804  -1.108
C -1.7930 -4.9931 -0.1430  -0.914
C -1.6493 -3.6123 -0.3030  0.476
C -1.4483 -3.0398 -1.6592  0.778
C -2.0911 -3.7265 -2.7004  -0.902
C -1.9551 -3.3445 -4.0200  -1.139
C -1.1645 -2.2484 -4.3202  -1.542
C -0.5795 -1.5259 -3.2900  -0.446
C -0.6894 -1.8762 -1.9339  1.678
H -2.3308 -1.0067 0.1792  -0.491
H -1.6879 -1.0037 1.6793  0.237
H -2.2060 -2.7472 2.9349  0.447
H -2.5496 -5.1779 3.1503  0.428
H -2.2224 -6.6337 1.1610  0.421
H -1.6512 -5.6375 -1.0004  0.574
H -2.7353 -4.5644 -2.4629  0.607
H -2.4674 -3.8906 -4.8022  0.427
H -1.0181 -1.9418 -5.3497  0.499
H -0.0037 -0.6533 -3.5701  0.706
C -4.2484 1.2399 -3.5864  -1.091
N -3.4572 0.7741 -2.4513  0.385
C -4.0984 -0.0707 -1.4474  -0.811
C -2.1806 1.0845 -2.2853  0.309
C -1.4815 2.0063 -3.2162  -0.534
O -1.5752 0.5961 -1.2874  0.834
H -5.1449 0.6325 -3.6586  0.406
H -3.7002 1.1247 -4.5182  0.387
H -4.5412 2.2841 -3.4675  0.331
H -5.1723 -0.0644 -1.6035  0.639
H -3.8956 0.3214 -0.4497  0.062
H -3.7384 -1.1005 -1.5192  0.194
H -2.0663 2.2702 -4.0904  0.665
H -0.5337 1.5582 -3.5150  -0.125
H -1.2286 2.9119 -2.6633  -0.101
C 4.6168 -0.7617 -2.4059  -1.000
Si 3.2269 -0.0791 -3.4804  0.395
C 3.7412 1.4362 -4.4707  -1.138
C 2.5221 -1.4130 -4.6125  -0.940
Se 1.6178 0.7370 -1.9963  -0.040
H 5.5194 -0.9095 -3.0050  0.421
H 4.3422 -1.7230 -1.9681  0.258
H 4.8515 -0.0701 -1.5961  0.277
H 4.5476 1.1840 -5.1636  0.383
H 4.0872 2.2325 -3.8106  0.307
H 2.8991 1.8205 -5.0475  0.295
H 3.3325 -1.8676 -5.1894  0.486
H 1.8079 -0.9864 -5.3188  0.247
H 2.0183 -2.2000 -4.0507  0.209

(2)
A molecular structure, C44H51NP2PdSi at a distorted geometry, computed with ωB97M-V/def2-TZVPD.

Output
Spin multiplicity ... 3
HOMO level (spin up / spin down) ... -5.043 / -5.186 eV
Orbital gap (spin up / spin down) ... 5.19 / 3.86 eV
ΔE to the lowest compared entry with this formula, charge and spin ... 449.90 kJ/mol

Each line ends with the Mulliken charge.
Atoms and positions in Å:
Pd -0.2996 1.0533 -2.5029  0.098
C -1.9217 1.1558 -3.6849  -0.048
C -1.6478 -0.2216 -3.4514  -0.518
C -0.9551 -1.1295 -4.4237  -0.780
C 0.3637 -0.5286 -4.9518  -1.264
C 0.9994 0.3835 -3.9228  0.057
C 0.9905 1.8027 -3.9106  -0.316
C -0.0328 2.6926 -4.5694  -0.600
C -1.4246 1.9939 -4.8241  -1.393
C 1.9511 0.3610 1.7090  -1.235
H -2.6971 1.5898 -3.0484  0.439
H -2.4215 -0.7323 -2.8683  1.059
H -1.6328 -1.3330 -5.2604  0.411
H -0.7599 -2.0833 -3.9095  0.196
H 1.0560 -1.3606 -5.1665  0.467
H 0.1750 0.0116 -5.8907  0.272
H 1.7527 -0.0934 -3.2762  0.588
H 1.9507 2.2499 -3.6006  0.127
H 0.3309 3.1465 -5.5045  0.433
H -0.2442 3.4804 -3.8192  0.254
H -2.1706 2.8007 -4.9211  0.459
H -1.3872 1.4338 -5.7636  0.313
H 0.9276 0.7491 1.5858  -0.080
H 2.6020 1.0589 2.2643  0.607
H 1.8753 -0.5777 2.2727  0.438
P -1.3393 -0.8513 -0.7554  0.180
P 2.7170 0.0006 0.1468  2.684
C 0.3266 -1.3513 -0.9464  -0.017
C 1.6779 -1.0483 -0.8279  -0.768
C -2.2512 -2.2544 -0.2531  0.751
C -2.1666 -3.5043 -0.9090  -0.841
C -2.8293 -4.5933 -0.3516  -0.698
C -3.5759 -4.4425 0.8250  -0.725
C -3.6396 -3.2085 1.4840  -0.914
C -2.9430 -2.1367 0.9741  0.368
C -2.3850 0.5387 -0.3881  2.480
C -1.8841 1.8796 -0.3638  -1.059
C -2.7449 2.9568 -0.5753  -1.071
C -4.1289 2.7377 -0.5971  -0.775
C -4.6558 1.4353 -0.5315  -0.924
C -3.7908 0.3474 -0.4595  -0.981
C 4.2191 -0.9621 0.4411  0.011
C 4.0863 -2.3432 0.7103  -0.451
C 5.2086 -3.0925 1.0752  -0.690
C 6.4659 -2.4732 1.1201  -0.399
C 6.6113 -1.1122 0.8103  -0.725
C 5.4912 -0.3569 0.4380  -0.419
C 3.1883 1.5289 -0.7191  0.105
C 2.6340 2.7092 -0.1961  -0.549
C 2.9349 3.9464 -0.7554  -0.577
C 3.8130 4.0246 -1.8380  -0.502
C 4.3935 2.8595 -2.3515  -0.861
C 4.0252 1.6043 -1.8532  0.057
H 0.1647 -2.2852 -1.5280  -0.132
H 2.3112 -1.6874 -1.4642  0.698
H -1.5494 -3.6200 -1.8046  0.162
H -2.7367 -5.5767 -0.8219  0.399
H -4.0714 -5.3046 1.2678  0.375
H -4.1988 -3.0953 2.4126  0.420
H -2.8796 -1.2006 1.5244  0.164
H -0.8683 2.1036 -0.0294  0.705
H -2.3262 3.9661 -0.7169  0.454
H -4.8018 3.5906 -0.7212  0.395
H -5.7378 1.2558 -0.6169  0.369
H -4.1970 -0.6665 -0.4893  0.444
H 3.1142 -2.8359 0.6069  0.282
H 5.0996 -4.1495 1.3404  0.393
H 7.3410 -3.0623 1.4027  0.367
H 7.5978 -0.6390 0.8751  0.381
H 5.6198 0.6854 0.1288  0.315
H 1.9510 2.6525 0.6481  0.030
H 2.4524 4.8427 -0.3739  0.449
H 4.0185 4.9783 -2.3226  0.392
H 5.1317 2.9143 -3.1548  0.386
H 4.3749 0.6896 -2.3456  0.364
C -1.0234 2.9877 2.5491  -0.726
Si -1.5728 1.4283 3.4612  0.248
C -0.9756 1.7437 5.2049  -1.223
C -3.4207 1.2775 3.2537  -0.801
N -0.8882 -0.0486 2.8335  0.306
C -0.8644 -1.2800 3.3207  -0.489
C -0.1364 -2.3233 2.6424  0.759
C 0.0765 -3.5534 3.2377  -1.071
C -0.5524 -3.8663 4.4514  -0.601
C -1.4133 -2.9336 5.0465  -0.891
C -1.5666 -1.6616 4.5180  -0.369
H -1.1854 3.8475 3.2162  0.558
H -1.6202 3.1796 1.6522  0.027
H 0.0344 2.9903 2.2593  0.129
H -1.2123 2.7844 5.4665  0.348
H -1.4424 1.0857 5.9464  0.325
H 0.1135 1.6149 5.2717  0.287
H -3.7130 1.4020 2.2044  0.099
H -3.8000 0.3061 3.5878  0.206
H -3.9271 2.0529 3.8400  0.548
H 0.2507 -2.1146 1.6422  0.547
H 0.7413 -4.2760 2.7641  0.376
H -0.3838 -4.8318 4.9358  0.344
H -1.9610 -3.1929 5.9543  0.378
H -2.2055 -0.9160 5.0084  0.203

(3)
A molecular structure, C44H52BrN4OS4TaTe, computed with ωB97M-V/def2-TZVPD.

Output
Spin multiplicity ... 1
HOMO level ... -7.186 eV
Orbital gap ... 6.05 eV
ΔE to the lowest compared entry with this formula, charge and spin ... 261.34 kJ/mol

Each line ends with the Mulliken charge.
Atoms and positions in Å:
Ta 0.7493 -0.2680 0.2164  1.526
C 0.4390 -2.4307 3.7103  -1.748
C 1.1977 -1.1579 3.9694  1.710
C 2.1303 -1.1162 4.9990  -0.767
C 2.7118 0.0800 5.3928  -1.375
C 2.2971 1.2643 4.8104  -0.527
C 1.3699 1.2585 3.7724  0.611
C 0.7854 2.5538 3.2882  -0.743
C 0.9101 0.0309 3.2865  -1.021
N 0.0493 0.0081 2.1273  0.398
C -1.3093 -0.2267 2.3626  1.353
C -1.8805 -0.2585 3.7501  -2.674
C -2.0482 -0.4110 1.2510  1.302
C -3.4692 -0.8938 1.3783  -2.367
N -1.3579 -0.2350 0.0360  -0.289
C -2.2494 -0.2376 -1.1365  1.117
C -3.3803 0.9277 -1.1720  2.371
C -3.7229 1.7846 0.0483  -1.429
C -4.6573 0.4855 -1.8184  -1.484
C -4.9146 -0.7612 -2.1993  -1.091
C -3.9605 -1.8404 -1.9746  -0.723
C -2.7521 -1.6469 -1.4441  0.385
C -1.8548 -2.8100 -1.1549  -1.223
H 1.0773 -3.2990 3.8498  0.460
H 0.0266 -2.4775 2.7068  -0.045
H -0.3880 -2.5122 4.4224  0.372
H 2.3858 -2.0381 5.5123  0.480
H 3.4467 0.0928 6.1889  0.450
H 2.6875 2.2137 5.1603  0.462
H 1.1661 3.3821 3.8871  0.498
H -0.3058 2.5363 3.3822  0.527
H 1.0256 2.7512 2.2476  -0.377
H -1.1332 -0.0004 4.4982  0.355
H -2.2817 -1.2432 4.0058  0.389
H -2.7016 0.4563 3.8417  0.617
H -3.4749 -1.9509 1.6661  0.354
H -4.0623 -0.8118 0.4752  0.359
H -3.9885 -0.3457 2.1658  0.496
H -2.8438 1.9814 0.6585  -0.049
H -4.5162 1.3553 0.6573  0.321
H -4.0783 2.7510 -0.3258  0.593
H -5.4103 1.2580 -1.9467  0.430
H -5.8715 -1.0010 -2.6481  0.411
H -4.2709 -2.8522 -2.2137  0.429
H -2.3390 -3.7400 -1.4534  0.544
H -1.6140 -2.8755 -0.0894  0.045
H -0.9017 -2.7316 -1.6773  -0.069
O 2.4952 -0.6440 -6.7643  -0.550
C 2.1074 -0.5794 -5.6347  0.608
S 1.2105 0.8001 -4.9656  -0.110
C 1.0306 0.1162 -3.3681  0.084
C 1.5684 -1.0815 -3.1054  0.456
S 1.6281 -1.8547 -1.5424  -0.298
S 2.3821 -1.8679 -4.4260  -0.158
S 0.1667 0.9824 -2.1266  -0.427
N -1.0827 4.5845 1.0929  -0.804
N -0.8019 3.3576 0.4197  0.418
H -0.5605 4.6587 1.9606  0.259
H -2.0674 4.5964 1.3220  0.241
H -0.5803 2.6133 1.0758  -0.796
H 0.0251 3.4921 -0.1488  0.318
C 5.8544 4.1325 4.9296  -1.780
C 5.0703 3.5505 3.7845  0.808
C 5.1420 2.2009 3.4741  -0.853
C 4.4175 1.6433 2.4243  0.982
C 4.5380 0.1711 2.1718  -1.418
C 3.5930 2.4718 1.6550  -0.314
Te 2.6317 1.7434 -0.1017  0.216
C 3.5177 3.8449 1.9306  0.995
C 2.7091 4.8434 1.1372  -1.661
C 4.2514 4.3515 3.0009  -0.673
H 6.4294 3.3632 5.4447  0.350
H 5.1934 4.6046 5.6594  0.358
H 6.5515 4.8972 4.5816  0.394
H 5.7735 1.5496 4.0708  0.236
H 5.2402 -0.2789 2.8735  0.388
H 4.8794 -0.0351 1.1536  0.392
H 3.5750 -0.3279 2.2880  -0.127
H 1.9855 4.3790 0.4711  -0.106
H 3.3650 5.4645 0.5222  0.430
H 2.1720 5.5124 1.8126  0.401
H 4.1848 5.4153 3.2141  0.438
C 3.8517 -4.4973 0.0285  -1.811
C 3.5886 -3.8910 1.4144  2.373
C 4.9046 -3.3689 2.0068  -1.722
C 3.0002 -4.9587 2.3447  -1.752
C 2.6558 -2.7635 1.2608  0.297
C 1.9493 -1.7903 1.0643  -0.091
H 4.5894 -5.2992 0.1126  0.449
H 4.2311 -3.7403 -0.6590  0.345
H 2.9360 -4.9106 -0.3972  0.346
H 5.5927 -4.2068 2.1434  0.506
H 4.7350 -2.8919 2.9741  0.266
H 5.3711 -2.6430 1.3412  0.353
H 3.6639 -5.8261 2.3674  0.449
H 2.0172 -5.2843 2.0002  0.361
H 2.9061 -4.5781 3.3623  0.324
Br -3.7444 2.5444 -6.0701  -0.174
C -3.0208 1.7577 -4.5092  -0.244
C -3.0270 2.3982 -3.3472  -1.116
C -2.4604 1.7317 -2.1385  -0.777
C -1.5923 0.4909 -2.3623  1.925
C -1.7979 -0.1845 -3.6791  -1.339
C -2.4622 0.4097 -4.6656  -0.609
H -3.4398 3.3960 -3.2627  0.577
H -1.9230 2.4590 -1.5241  0.088
H -1.3871 -1.1782 -3.8108  0.378
H -2.6021 -0.0911 -5.6146  0.536